Record 1
46
Properties=species:S:1:pos:R:3:forces:R:3:lowdin_charge:R:1 method="wB97M-V/def2-TZVPD" total_energy_ha=-1237.60106 total_charge=0 e_lumo_ev=-2.0 gap_ev=5.37
F 1.16508 4.86238 3.25490 -0.20 -0.98 -0.41 0.05
F 0.37791 -5.48543 2.13435 -0.10 1.12 -0.17 0.05
O -1.73979 0.28572 -2.02531 -0.63 0.68 -0.05 -0.04
O 1.94575 2.43103 -1.11832 -0.26 -0.31 -0.30 0.08
O -1.00262 2.41996 -1.82576 0.10 -0.70 0.02 0.09
C 0.25832 -4.14598 1.87383 -0.15 -0.73 0.09 -0.24
C 0.50237 0.55456 -1.59486 -0.52 0.51 0.57 -0.10
C -4.04520 -0.18811 -2.36562 -0.23 -0.25 -0.10 -0.08
C -0.87138 -2.36629 0.77796 0.28 0.60 0.19 -0.01
C 1.74403 1.30973 -1.55734 0.76 -0.05 0.65 -0.37
C -3.02847 0.90853 -2.20389 -0.18 -0.19 -0.04 -0.23
C 0.21410 1.14975 1.61583 0.41 1.34 0.35 -0.18
C -0.19850 3.57197 1.80363 0.22 -0.13 0.29 0.02
C 2.84667 0.36613 -2.06724 0.03 0.04 -0.19 -0.10
C 2.25364 -1.02961 -1.88411 0.06 -0.32 0.26 -0.17
C 0.03800 -1.40914 1.32976 0.41 -1.42 -0.46 -0.18
C 1.26338 1.29278 2.56557 -0.25 0.10 -0.31 0.01
C 0.72324 -0.85823 -1.97371 0.17 -0.40 -0.61 -0.16
C -0.51046 2.33346 1.27928 0.23 -0.52 -0.10 0.01
C 1.58224 2.52848 3.11592 -0.20 -0.10 -0.11 0.01
C 1.17623 -3.27380 2.45013 -0.14 0.34 -0.12 0.01
C -0.15286 -0.04596 0.93289 -0.72 0.68 -0.73 0.06
C 0.85193 3.64418 2.71622 -0.06 0.57 0.14 -0.23
C -0.76756 1.22334 -1.83332 0.73 0.12 0.35 -0.49
C -0.78230 -3.72152 1.05200 0.30 0.06 0.20 0.01
C 1.07253 -1.91505 2.16414 -0.31 -0.10 -0.21 0.01
H 3.79414 0.51470 -1.53921 -0.20 0.09 -0.11 0.12
H -1.50324 -4.42553 0.64278 0.26 0.07 0.11 0.13
H -1.67606 -1.99755 0.13828 0.23 -0.12 0.16 0.12
H -4.06099 -0.85593 -1.49615 0.03 0.12 -0.14 0.07
H 1.81641 -1.24367 2.57876 -0.19 -0.37 -0.11 0.09
H 1.95382 -3.64508 3.11655 -0.20 0.01 -0.27 0.13
H 0.36609 -1.06529 -2.99903 0.02 -0.02 0.30 0.13
H 3.01553 0.57473 -3.13657 -0.05 0.07 0.27 0.13
H 2.62686 -1.76484 -2.60504 -0.04 0.14 0.17 0.11
H -0.75811 4.45597 1.50827 0.21 -0.14 0.14 0.13
H 2.38317 2.62593 3.84769 -0.22 0.05 -0.23 0.12
H 0.19643 -1.53907 -1.29208 0.07 -0.14 -0.39 0.09
H -2.99634 1.55665 -3.09145 0.01 -0.10 0.36 0.13
H 1.84862 0.43069 2.86289 -0.08 0.42 0.00 0.09
H -3.84993 -0.78589 -3.26299 0.00 0.08 0.18 0.08
H -1.32614 2.24918 0.56398 0.22 0.11 0.14 0.11
H -0.96348 0.08228 0.21052 0.05 -0.13 0.68 0.10
H -3.25269 1.52130 -1.31931 0.09 -0.03 -0.31 0.12
H 2.50755 -1.38931 -0.87802 -0.01 -0.02 -0.14 0.11
H -5.03792 0.25783 -2.46681 0.04 -0.07 0.01 0.08

Record 2
50
Properties=species:S:1:pos:R:3:forces:R:3:lowdin_charge:R:1 method="wB97M-V/def2-TZVPD" total_energy_ha=-1608.91928 total_charge=+2 e_lumo_ev=-7.5 gap_ev=5.98
Y -1.22315 0.24956 0.06730 0.26 1.47 -1.25 1.61
Si -1.27402 3.23245 -0.65267 0.33 0.24 -0.27 0.40
F -0.80218 -0.90925 -1.87401 0.03 1.05 -0.56 -0.11
O 4.18031 -3.25480 3.44884 -0.63 -0.66 0.55 0.10
O 2.91155 -4.94470 3.96191 0.69 0.66 0.37 0.12
N -1.50300 -1.72649 1.14772 0.38 -1.20 0.06 -0.06
N 0.82301 -0.18463 1.11180 0.90 -0.46 0.47 -0.01
N -0.74064 1.80457 -1.42244 -0.55 -1.10 1.44 -0.23
N 3.11114 -3.84688 3.47620 0.88 -1.69 -0.23 -0.31
C -0.32107 -3.58107 2.09902 -0.60 0.04 -0.41 -0.11
C 0.12233 -0.53287 -4.09406 0.53 -0.53 -0.90 -0.01
C 3.18947 -1.18186 2.17188 0.93 1.49 -0.46 0.08
C 0.84978 -4.07730 2.72392 1.20 -0.59 0.39 0.10
C 1.92982 0.59485 1.15996 -1.22 -0.91 0.25 -0.06
C -2.62068 -2.47763 1.03555 1.27 1.15 0.02 -0.09
C 3.10877 0.11782 1.68212 0.88 -0.51 0.45 0.02
C -1.93300 2.40861 1.03424 0.44 1.33 0.90 -0.22
C 0.11660 4.38702 -0.23183 0.07 -0.22 0.19 -0.15
C 0.30712 2.25637 -3.60082 -0.46 -1.12 0.68 0.00
C 0.80421 1.70565 -4.75975 0.12 -0.47 -1.08 -0.07
C 2.07229 -2.00515 2.11777 0.18 -1.28 1.28 -0.06
C -0.33065 0.00640 -2.93835 0.24 1.24 -0.03 -0.14
C 0.72683 0.33444 -5.02804 -0.09 -0.13 0.51 -0.05
C -1.49553 -4.36364 1.93925 -0.32 -0.42 0.22 0.08
C -2.64891 -3.79436 1.41850 -1.09 -1.04 0.28 -0.01
C -0.29357 1.39106 -2.64391 0.62 -0.03 -0.54 -0.31
C 1.98245 -3.32105 2.74110 -1.10 0.59 -0.43 -0.04
C 0.91710 -1.48492 1.61797 -2.25 1.78 -1.17 -0.12
C -0.32330 -2.26103 1.62828 -1.05 -0.32 -0.23 -0.11
C -2.70684 4.01271 -1.52238 -0.45 -0.04 0.68 -0.15
H -3.64687 -4.29551 1.33538 1.35 0.05 0.08 0.15
H 3.95889 0.79693 1.73144 -0.13 -0.31 0.04 0.14
H 1.05743 3.84846 -0.35579 0.10 0.05 0.03 0.03
H -2.91246 4.99053 -1.07598 -0.08 -0.03 -0.09 0.05
H 0.43782 3.31179 -3.37999 -0.23 -0.14 0.02 0.12
H -3.60389 3.38792 -1.37415 0.18 0.26 -0.25 0.04
H 4.09816 -1.56221 2.62154 -0.18 0.35 -0.26 0.12
H -3.48631 -1.98304 0.58131 0.16 -0.22 0.31 0.13
H 1.23253 2.33300 -5.54257 0.05 -0.04 0.41 0.12
H 0.09483 4.80335 0.77126 -0.09 -0.03 0.21 0.04
H 0.87315 -5.07597 3.21065 -0.11 0.91 -0.45 0.16
H 1.86859 1.63128 0.86707 -0.31 0.04 -0.38 0.12
H -2.18129 3.26016 1.74491 0.08 -1.00 -0.98 0.10
H 0.14260 5.24001 -0.89501 -0.02 0.22 -0.35 0.04
H -1.49791 -5.43641 2.22931 0.08 0.93 -0.10 0.16
H -2.88057 1.87760 0.83466 -0.07 -0.12 0.50 0.03
H 0.03030 -1.60452 -4.27743 0.17 0.29 0.02 0.13
H -1.18811 1.83169 1.66718 -0.72 0.50 -0.18 0.03
H -2.54225 4.16183 -2.58940 0.09 -0.12 0.01 0.05
H 1.20911 -0.07075 -5.91947 -0.45 0.09 0.23 0.12

Record 3
52
Properties=species:S:1:pos:R:3:forces:R:3:mulliken_spin:R:1 method="wB97M-V/def2-TZVPD" total_energy_ha=-1713.39250 total_charge=+1 spin_multiplicity=5 e_lumo_ev="-3.1 / -7.1" gap_ev="6.69 / 4.93"
Pt -0.17385 0.39871 -0.37104 0.75 0.24 0.60 1.53
Si 0.26891 0.14773 -2.70699 0.46 0.54 -1.41 0.38
N 2.89921 0.81146 1.61219 0.02 0.09 0.00 0.06
N 2.04266 1.17616 -0.56900 -0.28 -0.24 0.07 0.13
N 0.28583 -1.45796 1.90110 0.11 -0.11 0.25 0.00
N 0.87659 -0.45944 1.23890 -0.35 0.04 -0.50 0.19
N 4.23740 1.18203 -0.34906 0.09 0.00 0.29 0.01
N 3.95957 1.27906 -1.61710 -0.19 0.07 -0.15 0.02
N 2.66213 1.24898 -1.74675 0.55 0.08 0.15 -0.01
N 0.96455 -1.67361 2.98933 -0.33 -0.18 -0.15 0.10
N 2.01586 -0.86957 3.06350 0.32 0.54 -0.12 0.00
C -1.45893 2.14185 -3.98334 -0.02 -0.06 -0.10 0.03
C -2.58211 2.50205 -4.71123 0.00 0.06 0.03 -0.01
C 2.34413 2.09351 -5.75489 -0.07 0.02 -0.15 0.42
C 2.73993 0.44487 -4.03668 0.15 -0.09 -0.17 0.34
C -1.69327 1.92511 1.05699 -0.02 -0.12 0.01 0.17
C -2.41125 -0.73577 1.44543 -0.09 -0.03 -0.26 0.16
C -3.46307 1.52880 -5.16273 0.01 -0.02 0.05 0.04
C 1.86991 2.99866 -4.79291 -0.15 0.11 0.25 -0.11
C 2.81902 0.83348 -5.33519 0.06 -0.15 0.20 -0.09
C -1.17873 0.79789 -3.72599 0.27 -0.19 0.37 0.04
C -2.94404 1.97326 -1.14974 -0.01 0.01 -0.04 -0.06
C 3.05848 1.09066 0.28286 -0.10 0.07 -0.32 -0.01
C -1.51270 1.32011 2.31240 -0.12 -0.22 0.30 0.03
C -3.20621 0.18924 -4.90229 -0.13 -0.05 0.01 -0.01
C 1.95527 -0.11120 1.97861 -0.38 -0.46 0.20 0.07
C -1.89483 0.01403 2.51863 0.08 0.41 0.22 0.10
C 1.72573 2.63513 -3.48888 0.01 0.07 0.00 0.39
C -2.61565 -0.14719 0.20107 -0.11 -0.03 0.15 0.00
C 1.97639 1.23891 -3.04321 -0.72 -0.24 0.05 -0.08
C -2.08059 -0.17246 -4.18144 0.10 -0.07 0.01 0.06
C -2.32387 1.22581 -0.00760 -0.23 0.02 0.24 0.07
H 2.43296 2.39365 -6.78855 0.00 -0.01 0.00 0.01
H -1.10278 1.90182 3.12718 0.04 0.00 -0.02 0.01
H 3.20895 -0.46874 -3.69399 -0.11 -0.07 -0.05 0.01
H -3.05891 1.35206 -2.03517 0.02 0.00 0.04 0.01
H -0.80513 2.91258 -3.61028 0.09 0.11 0.00 -0.03
H 0.61454 -1.18135 -3.26316 -0.08 -0.07 0.37 0.04
H -1.79110 -0.44118 3.49308 0.00 -0.02 -0.02 -0.01
H -1.89140 -1.22094 -3.97502 -0.02 0.00 -0.06 0.00
H 3.30403 0.17810 -6.04649 0.03 0.04 -0.01 0.00
H 3.73961 0.82447 2.17560 -0.01 -0.04 0.00 0.00
H -2.38480 2.87131 -1.40574 0.04 -0.03 -0.01 0.00
H -3.89088 -0.56989 -5.25787 0.02 -0.01 0.02 0.00
H 1.63468 4.01612 -5.07992 0.04 -0.01 -0.02 0.00
H -4.35963 1.81245 -5.69795 0.04 0.00 -0.06 0.00
H -1.49925 2.98562 0.95303 0.12 -0.03 -0.15 -0.01
H -3.94393 2.28928 -0.83957 0.02 -0.01 0.07 0.00
H -2.78212 3.54640 -4.91419 0.01 0.00 0.01 0.00
H 1.45408 3.34944 -2.71971 -0.10 0.04 -0.09 -0.01
H -2.67964 -1.77177 1.59820 0.04 -0.01 -0.01 0.00
H -3.12939 -0.70209 -0.57354 0.11 0.01 -0.08 0.01